{"formula": "C3H10NO2", "method": "the ωB97M-V functional and the def2-TZVPD basis", "species": ["C", "C", "C", "O", "N", "H", "H", "H", "H", "H", "H", "H", "H", "H", "H", "O"], "coordinates": [[-1.06278, -1.17033, -0.28876], [-0.59536, -1.04266, 1.17347], [0.70514, -0.07528, 1.09983], [0.39309, 1.23692, 0.89426], [-0.23795, -1.98814, -1.20050], [-1.17205, -0.21289, -0.78742], [-2.07771, -1.65937, -0.23247], [-1.30824, -0.37334, 1.70231], [-0.53092, -1.91506, 1.82704], [1.35748, -0.33824, 0.27204], [1.37530, -0.29329, 1.98541], [0.19286, -2.70432, -0.57586], [0.54524, -1.31007, -1.42044], [1.07416, 2.45620, -2.00216], [0.78054, 2.29951, -0.44739], [0.46920, 2.69309, -1.29147]], "atomic_forces_ev_per_a": [[-2.01, -1.87, 0.47], [0.96, 3.32, -0.55], [-1.01, -1.66, 1.31], [0.16, -0.70, 0.80], [1.80, 0.94, 1.26], [-0.19, 0.35, 0.42], [0.75, 0.60, -0.33], [0.12, -0.42, -0.32], [0.43, -0.29, -0.65], [0.35, -0.28, -0.46], [-0.41, 0.86, -0.53], [-0.20, 0.42, -1.00], [-0.78, -1.51, -0.09], [0.07, -0.04, 0.31], [-0.06, 0.36, -0.85], [0.03, -0.08, 0.22]], "mulliken_spin": [0.00, -0.01, 0.00, 0.85, 0.01, 0.00, 0.00, 0.00, 0.00, 0.07, 0.07, 0.00, 0.00, 0.00, 0.00, 0.02], "e_lumo_ha": [0.027, -0.080], "spin_multiplicity": 2, "relative_energy_ev": 0.551}